1.
104
Properties=species:S:1:pos:R:3:lowdin_charge:R:1 method="wB97M-V/def2-TZVPD" e_lumo_ev=0.57 homo_lumo_gap_ha=0.2066 homo_energy_ha=-0.18567 charge=-1
C -1.7007 -0.4286 3.1641 0.04
C -2.7207 -0.6838 2.0854 -0.56
O -2.8328 -1.7534 1.5959 0.12
O -3.4883 0.3564 1.7586 -0.05
C -2.8353 1.1103 0.6780 -0.14
C -3.3373 2.5369 0.6841 -0.14
C -3.1783 3.1376 2.0898 -0.21
C -2.5226 4.5175 2.1135 -0.23
C -1.1832 4.6078 1.3426 -0.11
B -0.1425 3.3707 1.5591 -0.69
O -0.1632 2.6237 0.2388 -0.13
C 0.9520 1.7891 0.2452 -0.21
C 1.9895 2.6444 1.1086 -0.24
O 1.3101 3.7182 1.6377 -0.07
H -1.3255 0.5930 3.1556 0.06
H -0.8632 -1.1010 3.0507 0.07
H -2.2037 -0.5631 4.1194 0.09
H -1.7607 1.0695 0.8241 0.11
H -3.1331 0.6175 -0.2460 0.12
H -4.3765 2.4789 0.3641 0.11
H -2.7376 3.0767 -0.0370 0.11
H -4.1849 3.2587 2.5010 0.10
H -2.6834 2.4711 2.7797 0.08
H -3.2219 5.2132 1.6367 0.09
H -2.4094 4.8550 3.1437 0.10
H -0.6753 5.5206 1.6784 0.09
H -1.4006 4.7766 0.2914 0.08
H -0.4415 2.4763 2.3591 0.11
H 0.6794 0.9445 0.9068 0.10
H 1.3476 1.5458 -0.7349 0.11
H 2.4828 1.9976 1.8388 0.11
H 2.7292 2.9554 0.3647 0.08
C 3.8462 5.1721 -0.1007 -0.05
C 3.2336 5.4481 -1.3185 -0.03
C 3.9973 5.5995 -2.4641 0.00
C 5.3812 5.4877 -2.3974 -0.09
C 5.9999 5.2325 -1.1680 -0.09
C 5.2258 5.0650 -0.0257 0.01
C 7.4798 5.1545 -1.0640 -0.28
O 8.0262 4.9292 -0.0023 0.10
C 8.2897 5.3685 -2.2980 -0.08
C 9.6765 5.3546 -2.2136 -0.01
C 10.4413 5.5389 -3.3526 -0.07
C 9.8236 5.7297 -4.5847 -0.07
C 8.4423 5.7495 -4.6731 -0.01
C 7.6708 5.5780 -3.5303 -0.08
C 6.1843 5.6354 -3.6371 -0.28
O 5.6520 5.8049 -4.7168 0.10
H 3.2401 5.0445 0.7892 0.10
H 2.1561 5.5405 -1.3686 0.12
H 3.5197 5.8080 -3.4119 0.12
H 5.7027 4.8541 0.9218 0.12
H 10.1549 5.2027 -1.2554 0.12
H 11.5218 5.5324 -3.2835 0.10
H 10.4229 5.8669 -5.4760 0.10
H 7.9595 5.9019 -5.6290 0.12
C -7.3122 -3.8695 -6.8552 -0.07
C -7.6924 -2.5468 -7.0601 -0.07
C -7.5161 -1.6102 -6.0561 -0.01
C -6.9688 -1.9928 -4.8379 -0.08
C -6.6083 -3.3235 -4.6248 -0.08
C -6.7724 -4.2570 -5.6408 -0.01
C -6.0628 -3.7639 -3.3090 -0.28
O -5.7468 -4.9241 -3.1306 0.10
C -5.9250 -2.7545 -2.2281 -0.09
C -5.4712 -3.1537 -0.9766 0.01
C -5.3198 -2.2263 0.0422 -0.04
C -5.6223 -0.8879 -0.1923 -0.04
C -6.0829 -0.4838 -1.4352 0.01
C -6.2438 -1.4131 -2.4556 -0.09
C -6.7688 -0.9685 -3.7723 -0.28
O -7.0365 0.1975 -3.9825 0.10
H -7.4426 -4.5991 -7.6444 0.10
H -8.1251 -2.2477 -8.0064 0.10
H -7.8058 -0.5802 -6.2148 0.12
H -6.4805 -5.2856 -5.4774 0.12
H -5.2384 -4.1952 -0.7986 0.12
H -4.9700 -2.5468 1.0094 0.10
H -5.4991 -0.1636 0.5977 0.10
H -6.3202 0.5566 -1.6134 0.12
C -1.2227 -4.6484 1.6020 -0.04
C -1.4995 -6.0120 1.5658 -0.05
C -0.7394 -6.8987 2.3104 -0.01
C 0.3109 -6.4281 3.0879 -0.09
C 0.6034 -5.0608 3.1068 -0.08
C -0.1731 -4.1753 2.3701 0.01
C 1.7517 -4.5395 3.8959 -0.28
O 2.0067 -3.3540 3.9206 0.11
C 2.5901 -5.5117 4.6533 -0.08
C 3.6997 -5.0529 5.3520 0.00
C 4.4806 -5.9418 6.0706 -0.06
C 4.1515 -7.2935 6.1017 -0.07
C 3.0497 -7.7565 5.4032 -0.01
C 2.2705 -6.8701 4.6697 -0.08
C 1.1074 -7.3887 3.8959 -0.28
O 0.8232 -8.5703 3.9237 0.10
H -1.8237 -3.9556 1.0285 0.10
H -2.3134 -6.3818 0.9551 0.11
H -0.9583 -7.9577 2.2861 0.12
H 0.0460 -3.1175 2.3943 0.11
H 3.9523 -4.0013 5.3294 0.12
H 5.3476 -5.5828 6.6103 0.10
H 4.7595 -7.9861 6.6698 0.10
H 2.7947 -8.8074 5.4225 0.12

***

2.
111
Properties=species:S:1:pos:R:3:lowdin_charge:R:1 method="wB97M-V/def2-TZVPD" multiplicity=2 e_lumo_ev="0.02 / 1.00" de_lowest_kcal_mol=140.9 homo_lumo_gap_ha="0.1382 / 0.1744" homo_energy_ha="-0.13745 / -0.13750" charge=-1
Ba 2.5840 1.7927 -0.2695 1.64
S 2.2216 0.8786 2.5992 0.19
P 2.0120 -0.7831 1.5619 0.30
C 2.6737 -0.8741 -0.0509 -0.71
P 4.4257 -0.9393 -0.0658 0.29
S 5.3568 0.7974 -0.0097 0.16
C 4.8098 -1.7748 -1.6449 -0.39
C 3.8079 -2.3423 -2.4233 -0.10
C 4.1281 -2.9650 -3.6221 -0.10
C 5.4462 -3.0169 -4.0468 -0.11
C 6.4497 -2.4499 -3.2701 -0.09
C 6.1324 -1.8264 -2.0763 -0.11
C 5.3080 -2.0495 1.0936 -0.33
C 5.8243 -1.5383 2.2792 -0.11
C 6.5388 -2.3607 3.1349 -0.09
C 6.7444 -3.6942 2.8120 -0.11
C 6.2329 -4.2078 1.6306 -0.10
C 5.5098 -3.3907 0.7770 -0.09
C 0.2046 -1.0527 1.2641 -0.41
C -0.6321 -1.2310 -0.7226 -0.15
C -2.1661 -1.3854 -0.6940 -0.08
C -2.7895 -1.3155 1.4279 -0.11
C -1.8942 -1.1497 2.6053 -0.02
C -0.5677 -1.0396 2.5382 -0.05
C 2.3201 -2.2245 2.6666 -0.32
C 2.6477 -2.0124 4.0017 -0.12
C 2.8481 -3.0845 4.8569 -0.09
C 2.7271 -4.3820 4.3870 -0.10
C 2.4185 -4.6050 3.0544 -0.09
C 2.2276 -3.5342 2.1970 -0.08
H 2.7791 -2.2811 -2.0903 0.08
H 3.3460 -3.4082 -4.2255 0.09
H 5.6938 -3.4906 -4.9886 0.09
H 7.4803 -2.4979 -3.5990 0.10
H 6.9020 -1.3618 -1.4711 0.10
H 5.6853 -0.4888 2.5112 0.08
H 6.9411 -1.9622 4.0582 0.10
H 7.3022 -4.3358 3.4835 0.09
H 6.3987 -5.2469 1.3725 0.10
H 5.1173 -3.7842 -0.1526 0.10
H -0.1982 -1.1233 -1.7153 0.15
H -2.6432 -1.4753 -1.6659 0.15
H -3.8285 -1.3726 1.7470 0.13
H -2.3723 -1.1009 3.5781 0.10
H 0.0077 -0.9272 3.4507 0.09
H 2.7321 -0.9971 4.3668 0.05
H 3.1109 -2.9047 5.8921 0.10
H 2.8884 -5.2218 5.0520 0.09
H 2.3397 -5.6160 2.6739 0.10
H 2.0102 -3.7276 1.1549 0.09
C -12.3303 1.9065 -0.2551 -0.09
O -11.5225 0.7496 -0.2622 -0.08
C -10.1748 0.9264 -0.2181 -0.29
C -9.4019 -0.2346 -0.2200 0.00
C -8.0288 -0.1597 -0.1725 -0.01
C -7.3773 1.0779 -0.1138 -0.16
C -8.1589 2.2284 -0.1317 -0.03
C -9.5448 2.1626 -0.1811 -0.02
C -5.9242 1.1212 -0.0096 -0.27
N -5.1246 0.0818 -0.1400 0.19
C -3.8671 0.5422 0.0968 -0.15
C -3.8880 1.8845 0.4052 -0.13
N -5.2118 2.2415 0.3196 0.18
C -2.7361 2.6674 0.7430 -0.08
C -2.7486 4.0300 1.0076 -0.03
C -1.5589 4.6819 1.2687 -0.05
C -0.3676 3.9494 1.2147 -0.13
N -0.3084 2.6613 0.9526 0.10
C -1.4702 1.9854 0.7492 -0.17
C -1.4336 0.6301 0.4326 -0.09
N -0.2770 -0.1253 0.1969 0.03
C -0.0641 -2.2846 0.2409 -0.19
C -1.1633 -3.1549 0.6435 0.03
C -2.4401 -2.4610 0.3834 -0.18
C -2.6287 -0.2392 0.2428 -0.19
H -13.3590 1.5561 -0.2732 0.09
H -12.1494 2.5300 -1.1355 0.09
H -12.1686 2.5037 0.6469 0.09
H -9.9112 -1.1887 -0.2631 0.12
H -7.4239 -1.0563 -0.1726 0.11
H -7.6966 3.2082 -0.1218 0.11
H -10.1143 3.0812 -0.2015 0.10
H -5.5900 3.1504 0.5141 0.14
H -3.6820 4.5824 1.0005 0.10
H -1.5294 5.7417 1.4777 0.10
H 0.5815 4.4470 1.3822 0.10
H 0.8806 -2.7385 -0.0489 0.09
H -1.0587 -3.9188 1.4037 0.11
H -3.2971 -3.1158 0.2257 0.14
F 2.3018 3.8862 -0.3699 -0.60
P 3.4397 5.1569 -0.2545 0.15
F 4.4990 6.3430 -0.1433 -0.12
F 4.3751 4.1626 0.6165 -0.18
F 2.4314 6.0491 -1.1223 -0.14
F 4.1124 4.5829 -1.5924 -0.15
F 2.6902 5.6105 1.0979 -0.15
C -0.3783 2.9060 -2.4657 0.01
C 0.7052 2.3314 -3.3268 -0.31
C 0.6548 2.1021 -4.6981 -0.02
C 1.9238 1.6123 -5.0628 -0.01
C 2.6755 1.5679 -3.8916 -0.30
C 4.1110 1.1655 -3.7489 0.00
N 1.9300 1.9912 -2.8328 -0.05
H -1.1759 3.3095 -3.0899 0.08
H 0.0176 3.7101 -1.8374 0.08
H -0.8119 2.1486 -1.8018 0.08
H -0.1938 2.2810 -5.3455 0.10
H 2.2626 1.3249 -6.0493 0.11
H 4.5375 0.9360 -4.7257 0.08
H 4.2257 0.2823 -3.1139 0.06
H 4.6934 1.9735 -3.2934 0.09

***

3.
117
Properties=species:S:1:pos:R:3:lowdin_charge:R:1 method="wB97M-V/def2-TZVPD" e_lumo_ev=2.01 de_lowest_kcal_mol=36.8 homo_lumo_gap_ha=0.2157 homo_energy_ha=-0.14183 charge=-1
Mo 0.7248 -0.0051 0.3378 1.43
C -1.2936 0.9717 2.7304 -0.07
N -0.3309 -0.0862 2.3822 -0.30
C 0.8772 0.0510 3.2230 -0.22
C 1.4416 1.4444 3.0367 -0.29
N 1.5028 1.7438 1.6087 -0.10
C 1.9678 2.9637 1.2538 -0.23
C 2.5886 3.1589 -0.0065 -0.17
F 2.8357 2.0918 -0.7762 0.06
C 2.9923 4.3715 -0.5107 -0.16
F 3.5506 4.4284 -1.7280 0.10
C 2.8634 5.5253 0.2374 -0.17
F 3.2481 6.7178 -0.2434 0.09
C 2.3312 5.3956 1.4997 -0.16
F 2.1762 6.4876 2.2598 0.10
C 1.9133 4.1705 1.9913 -0.14
F 1.3399 4.2172 3.2149 0.07
C -0.9722 -1.4027 2.6037 -0.19
C -2.3234 -1.5048 1.9016 -0.25
N -2.2783 -0.8206 0.6264 -0.03
C -3.3365 -0.8498 -0.1601 -0.25
C -3.2365 -0.3113 -1.4863 -0.18
F -2.0240 0.1060 -1.9184 0.01
C -4.2783 -0.1751 -2.3660 -0.17
F -4.0582 0.4026 -3.5631 0.09
C -5.5484 -0.6260 -2.0526 -0.18
F -6.5882 -0.4529 -2.8947 0.07
C -5.7025 -1.2348 -0.8233 -0.18
F -6.9107 -1.7104 -0.4837 0.09
C -4.6550 -1.3682 0.0672 -0.14
F -4.9445 -2.0461 1.2080 0.05
H -1.5346 0.8984 3.7985 0.11
H -2.1878 0.8443 2.1342 0.06
H -0.8744 1.9493 2.5199 0.07
H 1.5819 -0.7278 2.9233 0.07
H 0.6198 -0.1111 4.2777 0.13
H 2.4337 1.4787 3.5018 0.07
H 0.8286 2.1434 3.6019 0.09
H -1.1292 -1.5403 3.6838 0.12
H -0.2671 -2.1632 2.2796 0.03
H -3.0992 -1.1035 2.5684 0.11
H -2.5362 -2.5747 1.8102 0.10
O -0.7861 1.6342 -0.0770 -0.62
S -0.8743 3.1232 -0.2892 1.05
C -1.2449 3.2747 -2.0425 -0.29
C 0.0440 3.3622 -2.8572 -0.23
C -0.1474 2.8067 -4.2707 -0.20
C -0.4764 1.3137 -4.3147 -0.31
S 0.7069 0.1652 -3.5605 0.95
O 0.9305 0.6023 -2.1501 -0.62
C 2.1498 0.7049 -4.4730 -0.41
C 2.2446 0.4497 -5.8357 -0.09
C 3.3805 0.8500 -6.5218 -0.09
C 4.4142 1.4902 -5.8449 -0.09
C 4.3121 1.7231 -4.4811 -0.06
C 3.1764 1.3249 -3.7844 -0.07
C -2.4793 3.5417 0.3444 -0.38
C -3.4589 2.5645 0.4177 -0.05
C -4.7107 2.9140 0.9044 -0.05
C -4.9619 4.2199 1.3097 -0.08
C -3.9639 5.1840 1.2418 -0.08
C -2.7051 4.8447 0.7623 -0.08
H -1.8956 4.1404 -2.1791 0.11
H -1.8171 2.3654 -2.2430 0.08
H 0.8228 2.7832 -2.3631 0.07
H 0.3913 4.3967 -2.8987 0.12
H 0.7516 3.0054 -4.8567 0.11
H -0.9694 3.3287 -4.7720 0.12
H -0.5800 0.9634 -5.3458 0.09
H -1.4111 1.0736 -3.8050 0.06
H 1.4459 -0.0669 -6.3598 0.11
H 3.4628 0.6565 -7.5844 0.10
H 5.3019 1.7989 -6.3841 0.10
H 5.1169 2.2141 -3.9482 0.11
H 3.0768 1.4902 -2.7193 0.09
H -3.2280 1.5444 0.1196 0.09
H -5.4842 2.1589 0.9686 0.11
H -5.9404 4.4857 1.6921 0.10
H -4.1586 6.1955 1.5777 0.10
H -1.9051 5.5783 0.7284 0.11
S 1.8876 -3.6920 1.6362 0.23
P 0.5872 -3.8226 0.1587 0.11
S -0.0546 -2.1875 -0.8453 0.32
C -0.9250 -4.6890 0.7515 -0.37
C -2.1404 -4.5450 0.0824 -0.12
C -3.2744 -5.2070 0.5338 -0.09
C -3.2067 -6.0157 1.6615 -0.10
C -2.0011 -6.1602 2.3346 -0.09
C -0.8649 -5.5008 1.8807 -0.11
C 1.1851 -4.9785 -1.1325 -0.38
C 0.5912 -4.9860 -2.3939 -0.12
C 1.0226 -5.8741 -3.3677 -0.09
C 2.0579 -6.7602 -3.0926 -0.11
C 2.6568 -6.7516 -1.8414 -0.09
C 2.2210 -5.8644 -0.8631 -0.11
H -2.2050 -3.8733 -0.7660 0.08
H -4.2180 -5.0698 0.0179 0.10
H -4.0958 -6.5207 2.0216 0.10
H -1.9449 -6.7797 3.2228 0.10
H 0.0762 -5.5883 2.4111 0.06
H -0.1929 -4.2714 -2.6181 0.07
H 0.5569 -5.8682 -4.3465 0.10
H 2.3995 -7.4502 -3.8557 0.09
H 3.4718 -7.4326 -1.6248 0.10
H 2.6932 -5.8337 0.1114 0.06
Cl 4.1923 0.0413 2.3918 0.78
C 4.6342 -0.6743 0.8787 -0.58
C 5.9698 -0.9796 0.6942 -0.13
C 6.3872 -1.5695 -0.4849 -0.10
C 5.4542 -1.8503 -1.4652 -0.12
C 4.1171 -1.5380 -1.2731 -0.57
Cl 3.0390 -1.9959 -2.5454 0.75
C 3.6506 -0.9273 -0.0913 -0.37
N 2.3330 -0.5826 0.1365 -0.25
H 6.6686 -0.7543 1.4886 0.10
H 7.4317 -1.8141 -0.6357 0.10
H 5.7411 -2.3267 -2.3940 0.10

***

4.
106
Properties=species:S:1:pos:R:3:lowdin_charge:R:1 method="wB97M-V/def2-TZVPD" e_lumo_ev="-7.35 / -7.51" homo_lumo_gap_ha="0.1348 / 0.1219" homo_energy_ha="-0.40478 / -0.39788" charge=+2
Mo -0.0577 -0.2595 0.2590 0.85
N -0.1835 1.6640 0.6233 -0.60
S -1.0830 2.5080 1.4785 0.78
N -0.4929 2.7069 2.9742 -0.37
S -0.9421 1.9267 4.2570 0.87
N -1.0615 0.3768 4.2090 -0.42
S 0.1653 -0.5282 3.5121 0.95
N -0.2596 -0.6969 1.9963 -0.56
C 3.4192 0.5394 2.2382 -0.21
C 3.7108 1.2238 3.5387 0.03
C 4.8530 1.9277 3.7492 -0.03
C 5.7896 2.1410 2.7199 0.07
C 5.5367 1.6204 1.4360 -0.02
C 4.4262 0.8883 1.1784 0.08
C -0.2509 -2.1063 4.2435 -0.38
C -0.5399 -3.1812 3.4195 -0.08
C -0.7542 -4.4227 3.9977 -0.05
C -0.6647 -4.5713 5.3744 -0.05
C -0.3746 -3.4822 6.1870 -0.06
C -0.1493 -2.2392 5.6200 -0.08
C -2.5225 2.4572 4.8780 -0.32
C -3.4792 1.5458 5.2905 -0.06
C -4.6498 2.0301 5.8560 -0.04
C -4.8391 3.3963 6.0083 -0.04
C -3.8705 4.2968 5.5781 -0.04
C -2.6992 3.8283 5.0123 -0.06
C 0.1772 2.5489 5.4889 -0.32
C 0.0754 1.9915 6.7572 -0.05
C 0.9059 2.4656 7.7568 -0.04
C 1.8009 3.4935 7.4827 -0.04
C 1.8853 4.0393 6.2100 -0.05
C 1.0736 3.5626 5.1922 -0.07
C -2.8272 2.1210 1.7888 -0.34
C -3.6841 3.2092 1.8981 -0.06
C -5.0140 2.9901 2.2208 -0.05
C -5.4749 1.6964 2.4135 -0.05
C -4.6039 0.6203 2.3113 -0.05
C -3.2668 0.8242 2.0119 -0.17
C -1.0394 4.1618 0.8349 -0.33
C -0.8150 5.2655 1.6416 -0.07
C -0.7663 6.5199 1.0543 -0.05
C -0.9485 6.6535 -0.3160 -0.05
C -1.1799 5.5377 -1.1112 -0.04
C -1.2243 4.2803 -0.5355 -0.06
H 3.0145 1.0527 4.3480 0.13
H 5.0521 2.3333 4.7315 0.12
H 6.6928 2.7028 2.9098 0.14
H 6.2481 1.8104 0.6425 0.13
H 4.2420 0.4999 0.1834 0.14
H -0.6178 -3.0448 2.3489 0.09
H -0.9827 -5.2770 3.3752 0.12
H -0.8247 -5.5415 5.8250 0.12
H -0.3267 -3.6015 7.2605 0.12
H 0.0857 -1.3768 6.2325 0.10
H -3.2982 0.4860 5.1740 0.11
H -5.4114 1.3355 6.1832 0.12
H -5.7410 3.7654 6.4778 0.12
H -4.0231 5.3616 5.6869 0.12
H -1.9227 4.5101 4.6862 0.11
H -0.6472 1.2062 6.9468 0.12
H 0.8508 2.0381 8.7482 0.12
H 2.4422 3.8669 8.2699 0.12
H 2.5901 4.8316 5.9987 0.12
H 1.1365 3.9533 4.1874 0.10
H -3.3237 4.2139 1.7274 0.11
H -5.6844 3.8341 2.3093 0.12
H -6.5191 1.5241 2.6382 0.12
H -4.9662 -0.3879 2.4601 0.12
H -2.5904 -0.0127 1.9496 0.05
H -0.6713 5.1389 2.7056 0.09
H -0.5749 7.3932 1.6622 0.11
H -0.8983 7.6346 -0.7684 0.12
H -1.3136 5.6492 -2.1781 0.12
H -1.4028 3.3905 -1.1283 0.10
S 0.0299 -2.3862 -1.1004 0.57
C 1.2818 -2.5948 0.0361 -1.14
N 1.7823 -1.5130 0.6166 -0.16
C 2.6797 -1.8476 1.6340 -0.27
C 3.4274 -0.9808 2.4421 -0.14
C 4.2407 -1.5473 3.4146 -0.02
C 4.3212 -2.9216 3.6125 -0.05
C 3.6210 -3.7882 2.7966 -0.06
C 2.8272 -3.2353 1.8069 -0.45
S 1.8696 -4.1036 0.6399 1.09
H 2.4132 0.8005 1.8659 0.14
H 4.8368 -0.8936 4.0367 0.12
H 4.9557 -3.3130 4.3959 0.12
H 3.6833 -4.8617 2.9121 0.12
C 2.2470 -0.2623 -3.4438 -0.39
Te 1.1426 0.9646 -2.0356 1.29
C -0.4649 0.5826 -3.4378 -0.42
C 0.2006 0.3102 -4.7539 -0.30
C -0.5076 0.3984 -5.9456 -0.03
C 0.1079 0.0615 -7.1408 -0.06
C 1.4345 -0.3441 -7.1474 -0.07
C 2.1456 -0.4260 -5.9601 -0.03
C 1.5252 -0.1117 -4.7573 -0.30
H 2.2635 -1.3009 -3.1103 0.05
H 3.2726 0.0973 -3.4975 0.05
H -1.1343 1.4398 -3.4604 0.06
H -1.0248 -0.2863 -3.1007 0.01
H -1.5414 0.7214 -5.9350 0.12
H -0.4485 0.1153 -8.0665 0.11
H 1.9177 -0.6007 -8.0803 0.11
H 3.1817 -0.7411 -5.9695 0.12
Cl -2.1305 0.1494 -0.7055 0.12